Density functional theory data (ωB97M-V/def2-TZVPD) for one molecule with the formula C4H8O2.

```
! wB97M-V def2-TZVPD RIJCOSX def2/J DEFGRID3
* xyz 0 1
C 1.5790 -0.2955 -0.2007
C 0.1684 -0.1373 0.3477
C -0.5809 -1.4532 0.3946
O -0.0763 -2.5314 0.1848
C -0.6726 0.8910 -0.4139
O -1.7819 1.2483 0.3941
H 2.1112 -1.0831 0.3381
H 2.1383 0.6405 -0.0958
H 1.5669 -0.5739 -1.2601
H 0.2031 0.2322 1.3825
H -1.6617 -1.3648 0.6328
H -0.0469 1.7621 -0.6522
H -1.0200 0.4681 -1.3710
H -1.9267 2.1972 0.3191
*
```

Output
Relative energy (zero: lowest compared OMol25 entry of this formula, charge and spin) = 1.204 eV
Total energy = -8372.07816 eV
SMILES = C[C@H](C=O)CO
HOMO-LUMO gap = 10.3819 eV
HOMO = -0.356 Ha